Record 1
# C8H7NO3

A single C8H7NO3 molecule (wB97M-V/def2-TZVPD, the Open Molecules 2025 dataset).

The HOMO-LUMO gap is 8.85 eV. The energy above the lowest of the compared OMol25 structures with the same formula, charge and spin is 124.30 kcal per mole. As for the SMILES: COn1oc(=O)c2ccccc21. For the HOMO energy, the calculation gives -8.53 eV.

```
! RIJCOSX wB97M-V def2-TZVPD def2/J DEFGRID3
* xyz 0 1
O 1.233 -1.605 0.977
H 2.571 -3.252 0.262
O -2.650 -0.599 -1.106
C -0.696 0.732 -0.474
H -1.984 2.436 -0.904
H -0.386 3.940 -0.508
C 0.565 0.240 0.076
O -0.758 -1.583 -0.430
H 1.524 -3.205 2.030
N 0.539 -1.164 -0.121
H 0.966 -3.677 0.301
C 1.603 -3.080 0.829
C -1.578 -0.484 -0.646
H 2.453 1.289 1.140
C 1.426 1.236 0.741
C -0.115 3.028 -0.245
H 1.487 3.294 1.204
C 0.931 2.563 0.696
C -0.973 2.034 -0.679
*
```

=====

Record 2
# C8H7O2

2 unconnected molecules or ions with the total composition C8H7O2 (wB97M-V/def2-TZVPD, the Open Molecules 2025 dataset).

The HOMO-LUMO gap (spin up / spin down) is 5.63 / 5.79 eV. The energy above the lowest of the compared OMol25 structures with the same formula, charge and spin is 73.32 kcal per mole. For the HOMO energy (spin up / spin down), the calculation gives -1.87 / -2.04 eV.

```
! RIJCOSX wB97M-V def2-TZVPD def2/J DEFGRID3
* xyz -1 1
C 2.359 -2.778 0.094
O 0.582 0.913 -3.269
H -1.643 -0.607 1.648
C -0.295 1.834 -0.043
H -2.504 0.662 0.814
H 2.848 -3.634 -0.002
H 0.638 2.284 -0.067
C -1.611 0.211 0.960
O -1.501 -1.452 -0.900
H -1.047 1.888 1.947
C -0.566 1.226 1.322
C 2.162 -1.647 -0.242
H 1.745 -0.618 -0.297
C -1.245 -0.337 -0.446
C -0.504 0.766 -1.064
H 0.361 0.752 1.717
C 0.222 0.536 -2.170
*
```

=====

Record 3
# C8H7O2S

A gas-phase ion, C8H7O2S (charge -1) (wB97M-V/def2-TZVPD, the Open Molecules 2025 dataset).

The HOMO-LUMO gap is 6.32 eV. The energy above the lowest of the compared OMol25 structures with the same formula, charge and spin is 49.99 kcal per mole. As for the SMILES: C#C/C(C)=C(/[O-])[C@]1(C)SC1=O. For the HOMO energy, the calculation gives -3.00 eV.

```
! RIJCOSX wB97M-V def2-TZVPD def2/J DEFGRID3
* xyz -1 1
C 1.288 -0.861 -0.815
C -1.553 -0.317 -0.985
C 0.653 0.436 -0.373
H 2.336 -0.666 1.040
O 1.502 1.224 0.030
C -2.410 -1.124 -1.268
H 3.002 -2.043 -0.104
S 2.205 -1.162 -2.586
C -0.718 0.680 -0.573
H -3.000 -1.792 -1.838
C 0.863 -1.914 -1.691
O 0.084 -2.708 -2.163
C 2.109 -1.520 0.295
H -2.072 1.830 0.707
H 1.396 -2.294 0.781
C -1.214 1.953 0.047
H -0.396 2.507 0.741
H -1.527 2.564 -0.743
*
```

=====

Record 4
# C8H8

A single C8H8 molecule (wB97M-V/def2-TZVPD, the Open Molecules 2025 dataset).

The HOMO-LUMO gap is 10.07 eV. The energy above the lowest of the compared OMol25 structures with the same formula, charge and spin is 0.00 kcal per mole. As for the SMILES: C=Cc1ccccc1. For the HOMO energy, the calculation gives -8.99 eV.

```
! RIJCOSX wB97M-V def2-TZVPD def2/J DEFGRID3
* xyz 0 1
H -2.809 -0.792 -0.239
C -0.214 -0.623 1.902
C 0.750 -0.143 1.022
C -0.856 -0.088 -0.735
H -2.249 -1.367 2.059
C -1.485 -0.902 1.447
H 0.108 -0.729 2.929
C 1.539 0.487 -1.245
H 2.366 -0.215 -1.285
H 1.761 0.003 1.392
C -1.809 -0.594 0.129
C 1.528 1.519 -2.066
C 0.458 0.098 -0.316
H 0.735 2.256 -2.124
H 2.358 1.743 -2.728
H -1.099 0.120 -1.769
*
```

=====

Record 5
# C8H8BClF6N3O4S

A gas-phase ion, C8H8BClF6N3O4S (charge +1) (wB97M-V/def2-TZVPD, the Open Molecules 2025 dataset).

The HOMO-LUMO gap is 8.65 eV. As for the SMILES: CCN[n+]1nc(F)c(Cl)c(B(O)O)c1S(=O)(=O)C(F)(F)C(F)(F)F. For the HOMO energy, the calculation gives -14.33 eV.

```
! RIJCOSX wB97M-V def2-TZVPD def2/J DEFGRID3
* xyz 1 1
F -0.026 2.297 -0.074
O -1.194 -0.754 2.727
H 4.758 1.263 -1.376
C -1.029 -1.908 -1.345
F -1.213 2.620 2.512
S -0.433 0.228 2.032
H -2.390 -2.696 1.832
C -0.172 -0.594 0.402
N 1.257 -1.233 -1.326
H 2.758 -0.629 0.639
H 4.537 -0.258 -0.536
N 1.016 -0.603 -0.195
Cl -2.221 -2.768 -2.173
H -4.616 -0.980 -0.104
F -1.986 1.582 -0.731
F 0.546 -2.507 -2.999
H 2.956 1.919 -0.083
F -1.792 3.552 0.172
C 0.274 -1.869 -1.878
C 4.055 0.446 -1.217
C -1.352 2.307 0.201
O -3.111 -2.244 1.385
C -1.266 -1.262 -0.166
H 3.901 -0.038 -2.180
C 2.760 0.995 -0.627
O -3.716 -0.666 -0.253
C -1.564 1.701 1.617
H 2.043 1.253 -1.406
F -2.828 1.336 1.807
O 0.731 0.804 2.588
B -2.787 -1.391 0.397
N 2.102 0.096 0.359
*
```

=====

Record 6
# C8H8BF2N3RhS2

A molecular structure, C8H8BF2N3RhS2 (wB97M-V/def2-TZVPD, the Open Molecules 2025 dataset).

The HOMO-LUMO gap (spin up / spin down) is 6.82 / 5.29 eV. For the HOMO energy (spin up / spin down), the calculation gives -10.50 / -12.72 eV.

```
! RIJCOSX wB97M-V def2-TZVPD def2/J DEFGRID3
* xyz 1 5
H 5.831 3.970 3.395
H 8.236 3.551 3.133
C 6.483 4.851 3.349
C 6.132 6.235 3.545
C 9.595 7.697 3.637
H 16.482 7.887 2.976
B 11.656 4.410 4.391
S 14.237 8.745 2.838
H 5.087 6.490 3.772
Rh 11.029 5.329 2.776
C 12.935 7.616 3.103
N 11.835 8.158 3.474
H 15.472 6.971 3.988
H 9.468 8.774 3.763
H 6.879 8.212 3.782
N 8.798 5.492 3.186
C 15.667 7.971 3.668
N 10.822 7.272 3.385
H 15.935 8.530 4.587
F 11.464 5.185 5.455
F 12.053 3.172 4.503
C 7.784 4.538 3.201
S 13.187 5.903 2.901
C 7.108 7.165 3.624
C 8.473 6.840 3.496
*
```

=====

Record 7
# C8H8BrClN3O2

2 unconnected molecules or ions with the total composition C8H8BrClN3O2 (wB97M-V/def2-TZVPD, the Open Molecules 2025 dataset).

The HOMO-LUMO gap (spin up / spin down) is 6.58 / 6.58 eV. The energy above the lowest of the compared OMol25 structures with the same formula, charge and spin is 32.67 kcal per mole. For the HOMO energy (spin up / spin down), the calculation gives -12.11 / -12.11 eV.

```
! RIJCOSX wB97M-V def2-TZVPD def2/J DEFGRID3
* xyz 1 1
C 0.338 0.433 0.954
H 2.683 -2.515 0.044
C 2.085 -1.660 0.292
H -1.298 1.551 1.758
C 2.536 -0.336 0.243
N -2.288 1.649 -2.204
Br 4.346 -0.183 -0.028
H 0.743 -3.045 1.003
N -1.199 -1.171 1.901
Cl -0.011 3.071 0.642
H 2.099 1.742 0.465
C -1.541 1.069 -1.301
C -0.081 -0.943 1.146
C -0.496 1.475 1.032
H -1.553 -2.198 1.885
O 0.234 0.185 -2.580
C 0.893 -1.962 0.789
N -0.703 -0.022 -1.868
H -2.401 1.414 -3.153
O -1.116 -1.121 -1.443
H -2.994 2.303 -1.888
H -1.917 -0.436 1.885
C 1.639 0.699 0.424
*
```

=====

Record 8
# C8H8CaN2O5S

A molecular structure, C8H8CaN2O5S (wB97M-V/def2-TZVPD, the Open Molecules 2025 dataset).

The HOMO-LUMO gap is 8.10 eV. The energy above the lowest of the compared OMol25 structures with the same formula, charge and spin is 0.00 kcal per mole. For the HOMO energy, the calculation gives -16.53 eV.

```
! RIJCOSX wB97M-V def2-TZVPD def2/J DEFGRID3
* xyz 2 1
H -0.569 -0.253 3.696
N 1.085 -0.198 1.625
O 0.140 -0.871 -5.358
O 3.501 0.237 -2.255
O 0.141 -2.707 -1.199
H -2.039 0.756 3.691
H 1.698 -2.208 1.629
C -2.083 0.361 -2.290
Ca 0.140 1.042 -2.140
H 0.130 -1.866 2.411
H 1.957 0.166 1.253
H -1.963 0.791 1.312
C -1.502 -0.049 3.172
H 1.667 -1.397 3.212
C 2.361 0.360 -2.290
S 0.204 1.905 0.133
C 0.140 3.082 -3.274
C 0.139 -1.587 -1.560
H -2.138 -0.935 3.166
O -3.220 0.239 -2.255
O 0.141 4.145 -3.653
C 0.141 -0.339 -4.314
N -1.223 0.286 1.791
C 0.008 0.537 1.241
C 1.144 -1.498 2.256
*
```

=====

Record 9
# C8H8Cl2OS

A single C8H8Cl2OS molecule (wB97M-V/def2-TZVPD, the Open Molecules 2025 dataset).

The HOMO-LUMO gap (spin up / spin down) is 7.65 / 7.70 eV. The energy above the lowest of the compared OMol25 structures with the same formula, charge and spin is 65.42 kcal per mole. For the HOMO energy (spin up / spin down), the calculation gives -8.36 / -8.33 eV.

```
! RIJCOSX wB97M-V def2-TZVPD def2/J DEFGRID3
* xyz 0 1
H 0.331 1.850 -1.194
H -1.784 -0.375 1.553
C -1.087 -0.202 0.752
Cl 3.356 0.095 -1.363
C 1.491 0.666 0.370
H 1.108 1.078 1.219
C 2.746 1.159 -0.123
Cl 3.985 1.782 0.935
H -0.481 -2.131 -0.152
H 0.764 -1.010 -1.935
C -0.932 1.004 0.256
C 0.260 0.904 -0.658
H 1.276 -1.027 1.675
O 3.175 -2.609 0.996
C -0.234 -1.163 -0.025
S 2.175 -2.319 -0.036
C 0.060 -0.466 -1.335
C 1.180 -0.979 0.663
H -0.783 -0.335 -1.918
H -1.426 1.869 0.538
*
```

=====

Record 10
# C8H8ClN

A single C8H8ClN molecule (wB97M-V/def2-TZVPD, the Open Molecules 2025 dataset).

The HOMO-LUMO gap is 10.44 eV. The energy above the lowest of the compared OMol25 structures with the same formula, charge and spin is 4.96 kcal per mole. As for the SMILES: N#C[C@@]12CC[C@@H](C=C1Cl)C2. For the HOMO energy, the calculation gives -9.69 eV.

```
! RIJCOSX wB97M-V def2-TZVPD def2/J DEFGRID3
* xyz 0 1
C -1.337 0.343 0.727
C -0.175 -0.573 1.203
H -1.089 -1.477 -0.827
C 1.662 -1.649 -0.091
C -0.956 0.697 -0.707
N 2.398 -2.501 -0.052
H 0.323 2.724 -0.568
H -0.188 -0.802 -2.207
H -1.776 0.878 -1.307
H -0.270 -1.494 1.687
H 0.292 0.108 1.954
C 1.239 0.965 -0.178
C -0.367 -0.634 -1.175
C 0.716 -0.602 -0.019
H -2.263 -0.099 0.670
Cl 2.904 1.278 0.198
H -1.337 1.151 1.348
C 0.224 1.686 -0.656
*
```

=====

Record 11
# C8H8F12O13S4Zr

A molecular structure, C8H8F12O13S4Zr (wB97M-V/def2-TZVPD, the Open Molecules 2025 dataset).

The HOMO-LUMO gap (spin up / spin down) is 4.30 / 9.91 eV. For the HOMO energy (spin up / spin down), the calculation gives -1.54 / -7.16 eV.

```
! RIJCOSX wB97M-V def2-TZVPD def2/J DEFGRID3
* xyz -1 2
F 28.338 15.389 -42.015
C 32.676 10.392 -39.866
C 35.706 15.186 -38.933
C 30.612 11.629 -39.374
S 28.425 15.005 -38.884
O 33.304 14.583 -40.247
O 31.132 16.201 -37.401
H 30.707 9.469 -39.750
O 31.427 16.174 -41.326
S 34.169 15.768 -40.023
H 29.698 11.956 -39.870
O 34.591 16.504 -41.165
C 27.543 15.834 -37.304
C 31.176 10.393 -40.087
O 27.490 14.280 -39.736
H 33.809 12.095 -39.517
C 32.902 11.853 -40.070
O 31.104 14.741 -35.424
S 31.895 15.296 -36.506
H 32.913 10.074 -38.851
S 30.942 15.216 -42.309
Zr 31.360 15.110 -39.365
F 33.905 16.982 -36.777
O 31.788 14.666 -43.388
C 33.475 16.277 -35.767
F 29.120 16.980 -43.079
O 30.633 14.298 -41.223
O 29.299 15.900 -39.636
F 33.180 17.041 -34.670
H 33.011 12.077 -41.131
H 31.081 10.539 -41.163
F 35.291 14.328 -37.948
O 29.569 14.180 -38.483
C 29.216 15.698 -42.974
F 29.013 15.120 -44.226
F 26.917 16.981 -37.673
O 31.700 12.531 -39.547
O 33.068 16.363 -39.227
F 26.667 14.971 -36.735
F 28.545 16.063 -36.518
O 32.220 14.314 -37.583
F 34.448 15.463 -35.446
F 36.143 16.256 -38.284
H 33.228 9.668 -40.466
F 36.722 14.638 -39.656
H 30.350 11.369 -38.349
*
```

=====

Record 12
# C8H8F2

A single C8H8F2 molecule (wB97M-V/def2-TZVPD, the Open Molecules 2025 dataset).

The HOMO-LUMO gap is 9.59 eV. The energy above the lowest of the compared OMol25 structures with the same formula, charge and spin is 35.92 kcal per mole. As for the SMILES: CC1=C(F)[C@H](F)C=CC=C1. For the HOMO energy, the calculation gives -8.65 eV.

```
! RIJCOSX wB97M-V def2-TZVPD def2/J DEFGRID3
* xyz 0 1
H -0.771 -2.883 -0.423
C -1.266 0.245 -0.577
C 0.051 1.974 0.562
C 1.698 0.438 -0.425
H 2.108 1.387 1.279
C 1.255 1.285 0.602
C -1.015 1.551 -0.402
H -0.844 -2.325 1.252
F 3.066 0.337 -0.380
H 1.390 0.738 -1.442
F 1.481 -1.857 0.404
H -0.207 2.801 1.146
H -2.237 -2.148 0.136
H -1.736 2.207 -0.673
C 0.886 -0.737 -0.037
H -2.201 -0.004 -0.991
C -1.163 -2.136 0.151
C -0.494 -0.874 -0.183
*
```

=====

| no. | calculated total energy (eV) |
| --- | --- |
| 1 | -16036.218 |
| 2 | -12499.556 |
| 3 | -23337.002 |
| 4 | -8425.021 |
| 5 | -61417.841 |
| 6 | -43678.173 |
| 7 | -99542.991 |
| 8 | -50901.200 |
| 9 | -46348.464 |
| 10 | -22435.914 |
| 11 | -112275.541 |
| 12 | -13858.045 |